Here is C25H50ClNP2SeSi2W as an isolated structure at a distorted geometry from the OMol25 dataset. Energies are from wB97M-V/def2-TZVPD.

Atoms and positions in Å:
W -0.0909 0.1826 -0.0782
C -2.2621 0.5478 0.1892
C -1.5228 1.4849 0.9809
C -0.7619 2.2876 0.0401
Si -1.8528 1.6928 2.8232
C -1.0073 1.8052 -1.2690
C -1.9320 0.6913 -1.1954
Si -2.8310 -0.2846 -2.5276
H -3.0266 -0.1199 0.5773
H -0.1500 3.1427 0.3108
H -0.6144 2.2237 -2.1902
Cl 3.4372 -1.0658 -0.1609
C -4.4978 -0.8838 -1.9367
C -3.0362 0.7482 -4.0716
C -3.5395 1.0453 3.2995
C -1.7017 3.4879 3.3214
H -3.9056 1.4042 -3.9167
H -3.2466 0.0996 -4.9338
H -2.1684 1.3768 -4.3042
H -4.4056 -1.5292 -1.0542
H -4.9877 -1.4544 -2.7373
H -5.1378 -0.0284 -1.6811
H -2.6370 3.9916 3.0355
H -0.8675 4.0142 2.8429
H -1.5916 3.5656 4.4125
H -4.3234 1.6096 2.7762
H -3.6884 1.1701 4.3808
H -3.6485 -0.0183 3.0527
C -1.6787 -1.7575 -2.7915
C -0.5142 0.6106 3.5980
P 0.0594 -1.2697 -2.4833
H -1.8322 -2.1697 -3.8002
H -1.9470 -2.5423 -2.0645
P 0.9932 0.5952 2.5481
H -0.8960 -0.4230 3.6658
H -0.3061 0.9634 4.6198
C 2.2296 -0.3682 3.5525
C 1.6443 2.3668 2.7442
C 0.4230 -0.1345 -3.9610
C 1.0395 -2.7883 -2.9464
C 1.6304 -3.4536 -1.7118
H 1.8767 -2.3954 -3.5457
C 0.2750 -3.8268 -3.7691
H -0.5865 -4.2205 -3.2164
H 0.9502 -4.6666 -3.9811
H -0.0760 -3.4336 -4.7279
H 2.2973 -2.7699 -1.1627
H 2.2426 -4.3145 -2.0151
H 0.8632 -3.8018 -1.0096
H -0.2912 0.6952 -3.8381
C 0.1691 -0.7912 -5.3207
C 1.8482 0.4406 -3.9165
H -0.8555 -1.1590 -5.4539
H 0.8699 -1.6172 -5.4989
H 0.3466 -0.0394 -6.1043
H 1.9556 1.2411 -3.1770
H 2.0908 0.8769 -4.8960
H 2.5988 -0.3331 -3.7009
H 0.8312 2.9912 2.3406
C 2.9089 2.6028 1.9035
C 1.8931 2.7731 4.1980
H 1.0094 2.6900 4.8429
H 2.2028 3.8283 4.2061
H 2.7137 2.1907 4.6366
H 2.6859 2.7206 0.8375
H 3.6384 1.7881 2.0187
H 3.3874 3.5337 2.2374
C 2.4739 -1.7539 2.9578
C 1.8797 -0.5175 5.0379
H 3.1610 0.2179 3.4675
H 0.9398 -1.0656 5.1732
H 1.7977 0.4346 5.5737
H 2.6712 -1.0981 5.5313
H 1.5594 -2.3653 2.9412
H 3.2477 -2.2713 3.5460
H 2.8504 -1.6706 1.9240
C 1.8481 0.6765 -0.6298
H 2.3075 1.5910 -1.0089
H 2.1717 0.5134 0.4450
H 1.9218 -0.1289 -1.4033
Se -0.5845 -4.2206 1.8127
C -0.5325 -2.6346 1.1313
N -0.4063 -1.5264 0.6571

Values from the calculation:
Multiplicity: 3
E_tot: -5227.70640 hartree
LUMO energy (spin up / spin down): 0.06 / -0.84 eV
Relative energy (zero: lowest compared OMol25 entry of this formula, charge and spin): 0.000 eV
Orbital gap (spin up / spin down): 5.98 / 5.37 eV
<S²>: 2.02

Atom charges from the Mulliken analysis, given in e for atoms 1 to 2: -0.20, -1.60